(1)
Formula: C34H48I2N7OTm
Source: OMol25
Level of theory: ωB97M-V with the def2-TZVPD basis set

## Properties
orbital gap (spin up / spin down) = 7.856 / 7.885 eV
ΔE to the lowest compared entry with this formula, charge and spin = 24.0 kcal per mole
LUMO energy (spin up / spin down) = -0.1686 / -0.1676 Eh
2S+1 = 3
highest occupied orbital energy (spin up / spin down) = -12.45 / -12.45 eV
maximum force = 2.70 eV/Å
net charge = +2

Element x y z (Å)
Tm1 -0.325 -0.619 -0.394
C1 -4.230 2.392 0.056
C2 -3.447 1.598 1.101
C3 -2.205 2.376 1.534
C4 -3.118 0.188 0.647
C5 -2.977 -0.834 1.602
C6 -3.094 -2.168 1.254
C7 -3.352 -2.554 -0.064
C8 -3.727 -3.967 -0.376
C9 -3.353 -1.560 -1.038
C10 -3.205 -0.208 -0.699
H1 -4.578 3.321 0.500
H2 -5.101 1.841 -0.291
H3 -3.609 2.646 -0.799
H4 -4.092 1.483 1.979
H5 -1.507 2.458 0.704
H6 -1.711 1.884 2.367
H7 -2.494 3.375 1.851
H8 -2.921 -0.580 2.651
H9 -3.113 -2.926 2.024
H10 -4.440 -4.320 0.364
H11 -2.861 -4.629 -0.345
H12 -4.190 -4.033 -1.357
H13 -3.630 -1.808 -2.057
H14 -3.420 0.529 -1.467
I1 3.499 -6.531 -3.053
C11 2.259 -5.082 -2.147
C12 2.682 -4.431 -0.993
C13 1.805 -3.552 -0.407
I2 2.297 -2.306 1.229
C14 0.515 -3.286 -0.877
O1 -0.322 -2.556 -0.187
C15 0.202 -3.825 -2.144
C16 -1.000 -3.226 -2.813
N1 -0.783 -1.756 -2.948
C17 0.285 -1.474 -3.927
C18 1.389 -0.586 -3.409
C19 2.177 0.110 -4.324
C20 3.259 0.839 -3.871
C21 3.554 0.805 -2.514
C22 2.705 0.115 -1.672
N2 1.616 -0.547 -2.090
C23 1.052 -4.739 -2.741
H15 3.660 -4.611 -0.576
H16 -1.880 -3.386 -2.193
H17 -1.168 -3.697 -3.786
H18 -1.649 -1.379 -3.334
H19 -0.113 -1.040 -4.850
H20 0.772 -2.416 -4.209
H21 1.935 0.081 -5.375
H22 3.873 1.397 -4.558
H23 4.414 1.316 -2.113
H24 2.908 0.068 -0.608
H25 0.778 -5.185 -3.684
C24 -0.998 2.330 -2.768
N3 -0.427 3.316 -1.880
C25 -1.185 4.557 -1.822
C26 0.414 2.934 -0.881
N4 0.495 1.667 -0.522
N5 1.154 3.906 -0.289
C27 1.804 3.696 0.991
C28 1.638 5.072 -1.007
H26 -1.143 2.790 -3.745
H27 -1.969 1.981 -2.404
H28 -0.318 1.483 -2.875
H29 -2.237 4.331 -2.000
H30 -0.865 5.261 -2.589
H31 -1.103 5.026 -0.845
H32 1.263 1.578 0.147
H33 1.202 3.049 1.629
H34 1.895 4.664 1.484
H35 2.813 3.286 0.884
H36 1.420 4.982 -2.067
H37 2.721 5.129 -0.882
H38 1.200 5.991 -0.615
N6 -0.088 0.001 1.886
C29 0.382 -0.023 2.954
N7 0.883 0.001 4.125
C30 0.403 -0.891 5.185
C31 1.558 -1.257 6.118
C32 2.819 -1.543 5.304
C33 3.274 -0.300 4.522
C34 2.130 0.708 4.393
H39 -0.011 -1.790 4.721
H40 -0.395 -0.386 5.740
H41 1.270 -2.141 6.686
H42 1.740 -0.453 6.831
H43 2.603 -2.345 4.598
H44 3.615 -1.882 5.963
H45 3.604 -0.613 3.529
H46 4.106 0.193 5.020
H47 2.315 1.422 3.589
H48 1.999 1.266 5.322

Atomic partial charges in e from the Löwdin method, atoms 1 to 6: number 1, Tm, carries 1.340; number 2, C, carries -0.051; number 3, C, carries -0.355; number 4, C, carries -0.056; number 5, C, carries -0.236; number 6, C, carries -0.046



(2)
Formula: C41H57F18N2O7
Source: OMol25
Level of theory: ωB97M-V with the def2-TZVPD basis set

## Properties
orbital gap = 6.348 eV
LUMO energy = -0.1562 Eh
2S+1 = 1
highest occupied orbital energy = -10.60 eV
maximum force = 3.75 eV/Å
net charge = +1

Element x y z (Å)
C1 3.529 -1.630 2.283
C2 2.826 -0.509 1.793
C3 1.322 -0.606 1.847
C4 0.458 0.468 1.131
C5 -0.949 0.316 1.708
F1 -1.780 1.321 1.317
F2 -0.924 0.498 3.041
C6 -1.783 -0.964 1.373
F3 -1.116 -2.103 1.186
F4 -2.443 -0.702 0.221
C7 -2.910 -1.276 2.410
F5 -2.273 -1.823 3.451
F6 -3.548 -0.181 2.816
C8 -3.990 -2.300 1.924
F7 -4.146 -3.213 2.878
F8 -3.622 -3.017 0.857
C9 -5.376 -1.664 1.547
F9 -5.214 -0.633 0.720
F10 -5.975 -2.597 0.801
C10 -6.340 -1.367 2.739
F11 -7.301 -2.298 2.743
F12 -5.774 -1.401 3.941
C11 -7.115 -0.003 2.638
F13 -7.728 0.123 3.827
F14 -6.292 1.031 2.558
C12 -8.258 0.016 1.571
F15 -7.997 -0.690 0.496
F16 -9.399 -0.309 2.111
F17 -8.393 1.289 1.178
C13 1.049 1.929 1.231
C14 1.910 2.404 2.465
C15 1.460 2.039 3.871
F18 2.535 2.335 4.702
C16 0.207 3.193 0.844
C17 -0.648 3.829 1.975
C18 -0.112 5.195 2.412
O1 0.023 6.116 1.667
O2 0.190 5.300 3.758
C19 2.099 1.980 0.109
N1 1.849 1.056 -0.737
N2 2.746 0.872 -1.807
C20 3.895 0.546 -1.459
O3 5.025 0.418 -1.134
C21 0.613 0.313 -0.419
C22 -0.548 0.832 -1.338
C23 -0.125 1.548 -2.634
C24 -1.372 1.939 -3.477
C25 -1.620 0.863 -4.569
C26 -2.622 -0.222 -4.102
C27 -2.266 -1.646 -4.590
C28 0.837 -1.090 -1.040
O4 2.087 -1.696 -0.740
C29 1.941 -3.114 -0.753
H1 3.632 -2.466 1.586
H2 3.976 -1.674 3.274
H3 3.435 0.294 1.375
H4 1.144 -1.620 1.441
H5 1.081 -0.714 2.902
H6 2.013 3.494 2.437
H7 2.942 2.056 2.382
H8 0.626 2.623 4.262
H9 1.240 0.985 4.041
H10 -0.425 3.099 -0.037
H11 0.939 3.966 0.578
H12 -1.630 4.051 1.545
H13 -0.852 3.167 2.815
H14 -0.627 5.158 4.255
H15 2.909 2.699 0.132
H16 -1.103 -0.057 -1.650
H17 -1.285 1.467 -0.850
H18 0.623 1.012 -3.220
H19 0.351 2.499 -2.343
H20 -2.239 2.090 -2.828
H21 -1.150 2.899 -3.950
H22 -0.656 0.418 -4.827
H23 -2.008 1.373 -5.453
H24 -2.792 -0.217 -3.022
H25 -3.584 0.035 -4.554
H26 -2.991 -2.015 -5.320
H27 -2.288 -2.375 -3.773
H28 -1.287 -1.703 -5.075
H29 0.804 -0.944 -2.130
H30 0.027 -1.797 -0.836
H31 1.303 -3.436 0.082
H32 1.468 -3.463 -1.679
H33 2.907 -3.605 -0.646
C30 7.920 0.210 -2.469
C31 9.280 0.216 -1.786
C32 9.958 1.398 -2.464
O5 8.919 2.325 -2.806
C33 7.651 1.695 -2.646
H34 7.146 -0.296 -1.898
H35 7.997 -0.274 -3.446
H36 9.159 0.414 -0.718
H37 9.834 -0.715 -1.897
H38 10.458 1.092 -3.388
H39 10.689 1.890 -1.822
H40 7.171 2.122 -1.755
H41 7.023 1.908 -3.514
C34 -7.704 -2.092 6.576
C35 -8.952 -1.969 5.713
C36 -9.923 -2.887 6.440
O6 -9.569 -2.843 7.825
C37 -8.301 -2.198 7.972
H42 -7.013 -1.256 6.473
H43 -7.167 -3.011 6.326
H44 -9.320 -0.940 5.736
H45 -8.798 -2.252 4.675
H46 -9.825 -3.922 6.096
H47 -10.963 -2.580 6.320
H48 -8.471 -1.208 8.406
H49 -7.677 -2.774 8.656
C38 7.549 -1.468 -6.749
C39 7.401 0.046 -6.808
C40 6.015 0.203 -7.415
O7 5.254 -0.935 -6.991
C41 6.132 -1.904 -6.410
H50 8.285 -1.811 -6.023
H51 7.836 -1.851 -7.731
H52 7.414 0.460 -5.796
H53 8.177 0.541 -7.389
H54 6.057 0.196 -8.508
H55 5.515 1.117 -7.093
H56 5.967 -1.906 -5.326
H57 5.890 -2.894 -6.799

Atomic partial charges in e from the Löwdin method, atoms 1 to 6: number 1, C, carries 0.058; number 2, C, carries -0.129; number 3, C, carries -0.095; number 4, C, carries -0.125; number 5, C, carries -0.344; number 6, F, carries 0.123



(3)
Formula: C33H59CrN2O2P2
Source: OMol25
Level of theory: ωB97M-V with the def2-TZVPD basis set

## Properties
orbital gap (spin up / spin down) = 6.779 / 3.941 eV
ΔE to the lowest compared entry with this formula, charge and spin = 33.9 kcal per mole
LUMO energy (spin up / spin down) = -0.0829 / -0.1612 Eh
2S+1 = 5
highest occupied orbital energy (spin up / spin down) = -9.04 / -8.33 eV
maximum force = 4.04 eV/Å
net charge = +1

Element x y z (Å)
C1 0.581 2.841 1.521
C2 -1.256 1.625 2.370
C3 0.218 3.961 2.254
C4 -1.552 2.695 3.252
C5 -0.827 3.864 3.180
H1 0.792 4.876 2.115
H2 -2.406 2.571 3.920
H3 -1.066 4.712 3.819
N1 -0.093 1.675 1.624
P1 2.487 1.156 0.399
P2 -2.059 -0.759 1.003
C6 1.762 2.856 0.574
H4 1.450 3.223 -0.416
H5 2.506 3.571 0.936
C7 -2.157 0.566 2.148
H6 -3.023 0.574 2.823
C8 -3.667 -0.219 0.014
C9 -2.526 -2.396 1.937
C10 3.296 1.035 -1.311
C11 3.717 1.147 1.814
C12 -3.523 -0.874 -1.356
H7 -3.531 -1.972 -1.313
H8 -4.350 -0.557 -2.011
H9 -2.578 -0.563 -1.815
C13 -4.996 -0.598 0.676
H10 -5.159 -1.677 0.766
H11 -5.106 -0.119 1.657
H12 -5.806 -0.204 0.041
C14 -3.684 1.308 -0.105
H13 -4.524 1.612 -0.747
H14 -3.818 1.790 0.870
H15 -2.755 1.693 -0.542
C15 -3.048 -3.431 0.926
H16 -2.301 -3.631 0.145
H17 -3.227 -4.376 1.462
H18 -3.992 -3.147 0.450
C16 -1.280 -2.992 2.594
H19 -0.509 -3.242 1.860
H20 -0.858 -2.336 3.360
H21 -1.572 -3.927 3.098
C17 -3.530 -2.142 3.064
H22 -4.492 -1.756 2.722
H23 -3.729 -3.105 3.557
H24 -3.116 -1.457 3.811
C18 4.420 -0.221 1.824
H25 5.184 -0.202 2.616
H26 3.718 -1.032 2.052
H27 4.921 -0.448 0.875
C19 2.951 1.320 3.138
H28 2.445 2.291 3.200
H29 2.219 0.519 3.293
H30 3.685 1.267 3.957
C20 4.756 2.281 1.714
H31 5.255 2.365 2.692
H32 5.532 2.072 0.971
H33 4.306 3.256 1.493
C21 2.652 2.091 -2.215
H34 2.929 3.114 -1.930
H35 2.986 1.932 -3.252
H36 1.562 1.991 -2.198
C22 2.952 -0.354 -1.874
H37 1.863 -0.481 -1.963
H38 3.389 -0.451 -2.880
H39 3.345 -1.169 -1.249
C23 4.815 1.249 -1.312
H40 5.082 2.260 -0.979
H41 5.355 0.505 -0.713
H42 5.169 1.147 -2.351
Cr1 0.403 -0.004 0.652
C24 1.106 -1.128 1.956
O1 1.561 -1.858 2.767
N2 -0.156 0.664 -1.112
C25 -1.051 1.141 -1.724
C26 -1.462 1.616 -3.132
C27 -2.792 2.355 -3.118
C28 -0.402 2.570 -3.670
C29 -1.558 0.390 -4.037
H43 -3.616 1.707 -2.796
H44 -2.740 3.224 -2.451
H45 -3.038 2.719 -4.125
H46 0.532 2.038 -3.879
H47 -0.739 3.016 -4.616
H48 -0.213 3.389 -2.965
H49 -1.771 0.702 -5.068
H50 -0.611 -0.165 -4.032
H51 -2.358 -0.289 -3.724
C30 1.820 -4.628 -1.274
C31 0.513 -4.565 -2.078
C32 -0.040 -3.171 -1.776
O2 0.550 -2.700 -0.549
C33 1.650 -3.566 -0.185
H52 2.010 -5.612 -0.841
H53 2.670 -4.359 -1.910
H54 -0.186 -5.329 -1.717
H55 0.668 -4.718 -3.148
H56 0.217 -2.469 -2.586
H57 -1.133 -3.163 -1.656
H58 1.424 -4.028 0.791
H59 2.556 -2.951 -0.051

Atomic partial charges in e from the Löwdin method, atoms 1 to 6: number 1, C, carries -0.317; number 2, C, carries -0.305; number 3, C, carries -0.012; number 4, C, carries 0.000; number 5, C, carries -0.038; number 6, H, carries 0.125